Record 1
The following is a quantum chemistry calculation of a single C10H20N2OS molecule, from the OMol25 dataset.

Output
- Gap between HOMO and LUMO (spin up / spin down): 6.21 / 7.52 eV
- Highest occupied orbital energy (spin up / spin down): -6.38 / -6.80 eV
- Energy relative to the best compared isomer or geometry (same formula, charge and spin): 311.36 kJ/mol
- Strongest force on any atom: 5.675 eV Å⁻¹

Positions of all 34 atoms, in Å:
C 2.021 -0.314 -2.023
C 1.889 -1.585 -1.317
C 3.013 -1.687 -0.127
C 2.766 -0.751 0.920
C 1.130 1.136 -0.333
C 1.269 2.488 0.299
C -3.420 -0.919 0.982
C -3.284 -0.374 -0.411
C -3.009 1.089 -0.350
C -1.508 1.336 -0.749
N 1.808 0.761 -1.367
N 1.975 -0.978 2.044
O -0.640 0.506 1.705
S -0.401 0.189 0.259
H 2.562 -0.389 -3.001
H 0.979 -1.477 -0.694
H 2.011 -2.628 -1.808
H 2.962 -2.637 0.436
H 3.951 -1.708 -0.581
H 3.424 0.104 1.011
H 0.328 2.554 0.765
H 1.486 3.332 -0.367
H 2.210 2.606 0.959
H -2.532 -0.583 1.614
H -4.328 -0.662 1.533
H -3.438 -2.000 1.036
H -2.504 -0.886 -1.063
H -4.170 -0.798 -0.885
H -3.431 1.623 -1.140
H -3.406 1.603 0.604
H -1.409 0.935 -1.829
H -1.348 2.458 -0.681
H 1.706 -1.983 2.167
H 1.340 -0.361 2.392

***

Record 2
The following is a quantum chemistry calculation of a gas-phase ion, C3H4N5 (charge -1), from the OMol25 dataset.

Output
- Gap between HOMO and LUMO (spin up / spin down): 4.74 / 6.43 eV
- Highest occupied orbital energy (spin up / spin down): -0.35 / -5.13 eV
- Energy relative to the best compared isomer or geometry (same formula, charge and spin): 27.56 kJ/mol
- ⟨S²⟩: 2.02
- Charge: -1
- Strongest force on any atom: 7.712 eV Å⁻¹
- 2S+1: 3

Positions of all 12 atoms, in Å:
C 0.143 -0.518 -0.727
C -0.172 -0.422 0.743
C -0.209 1.012 1.071
N 1.123 0.010 -2.640
N 1.092 0.379 -1.371
N -0.326 -1.326 -1.628
N 0.295 -1.012 -2.781
N -0.458 -1.374 1.486
H 0.455 1.524 0.401
H 0.087 1.378 2.167
H -1.202 1.346 0.937
H -0.826 -0.996 2.340

***

Record 3
The following is a quantum chemistry calculation of a gas-phase ion, C6H8NO2 (charge -1), from the OMol25 dataset.

Output
- Gap between HOMO and LUMO: 7.65 eV
- Highest occupied orbital energy: -3.61 eV
- Energy relative to the best compared isomer or geometry (same formula, charge and spin): 236.93 kJ/mol
- Charge: -1
- Strongest force on any atom: 4.772 eV Å⁻¹
- Structure (SMILES): CC(C)[C@]1(C(=O)[O-])C=N1

Positions of all 17 atoms, in Å:
C 1.329 0.158 -1.383
C 0.646 -0.344 -0.108
C 1.085 0.471 1.124
C -0.852 -0.364 -0.338
C -1.651 0.828 -0.078
O -2.637 0.517 0.652
O -1.324 1.952 -0.460
C -1.683 -1.423 0.575
N -1.690 -1.598 -0.660
H 1.001 -0.427 -2.238
H 2.385 -0.093 -1.149
H 1.090 1.229 -1.648
H 0.944 -1.349 -0.031
H 0.420 1.337 1.021
H 2.128 0.802 1.036
H 0.921 -0.068 2.146
H -2.115 -1.629 1.536

***

Record 4
The following is a quantum chemistry calculation of a molecular structure, C23H24NO2PbS4, from the OMol25 dataset.

Output
- Gap between HOMO and LUMO (spin up / spin down): 3.51 / 5.87 eV
- Highest occupied orbital energy (spin up / spin down): -3.97 / -3.71 eV
- Energy relative to the best compared isomer or geometry (same formula, charge and spin): 269.20 kJ/mol
- Charge: -1
- Strongest force on any atom: 3.666 eV Å⁻¹

Positions of all 55 atoms, in Å:
Pb -0.252 -3.354 -3.003
S 2.494 -3.025 -2.889
C 2.032 -1.348 -3.118
C 2.288 -0.792 -4.407
C 2.248 0.545 -4.589
C 1.784 1.383 -3.535
C 1.465 0.909 -2.296
C 1.678 -0.464 -2.061
S 1.756 -1.142 -0.523
C 0.820 -0.153 0.780
C 0.426 1.257 0.500
C -0.800 1.540 -0.027
C -0.937 2.863 -0.487
C -0.019 3.822 -0.206
C 1.120 3.501 0.641
C 2.194 4.357 1.312
S 2.253 4.103 3.066
C 0.665 3.342 3.426
C -0.472 3.978 2.980
C -1.741 3.414 3.122
C -1.804 2.172 3.765
C -0.667 1.543 4.230
C 0.645 2.022 4.041
S 2.123 1.049 4.302
N 1.378 2.194 0.842
H 2.610 -1.412 -5.227
H 2.507 0.998 -5.541
H 1.744 2.430 -3.680
H 1.242 1.710 -1.618
H 1.446 -0.176 1.607
H -0.015 -0.783 1.043
H -1.468 0.710 -0.293
H -1.830 3.174 -1.024
H -0.202 4.839 -0.556
H 2.079 5.443 1.187
H 3.110 4.250 0.703
H -0.306 4.869 2.398
H -2.558 3.925 2.621
H -2.800 1.765 3.846
H -0.812 0.521 4.701
O -1.254 -1.183 -4.054
C -1.249 -5.824 0.513
C -1.478 -4.546 -0.325
C -1.432 -3.274 0.405
C -2.743 -4.797 -1.142
O -0.329 -4.517 -1.174
H -1.999 -5.865 1.358
H -0.241 -5.837 0.928
H -1.408 -6.737 -0.110
H -2.249 -3.130 1.137
H -1.307 -2.419 -0.299
H -0.529 -3.278 0.968
H -3.650 -4.837 -0.535
H -2.797 -5.707 -1.762
H -2.759 -4.028 -1.942